130
Properties=species:S:1:pos:R:3:lowdin_charge:R:1 method="wB97M-V/def2-TZVPD" de_lowest_kcal_mol=0.0 charge=+1 energy_ev=-177729.84484
C 0.230 4.901 -2.209 -0.039
C 1.576 4.768 -2.906 -0.297
C 2.759 4.744 -1.962 -0.088
O 2.518 3.779 -0.916 -0.051
C 2.853 4.098 0.362 -0.562
O 2.284 4.929 0.983 0.165
C 3.938 3.198 0.908 -0.329
S 3.454 2.271 2.378 1.023
C 2.221 1.078 1.685 -0.695
C 2.943 -0.026 0.903 -0.149
C 2.057 -1.076 0.269 -0.227
N 2.403 -1.627 -0.816 0.135
C 1.070 1.771 0.937 -0.367
S -0.490 0.986 1.467 1.089
C 0.261 0.444 2.864 -0.343
N 1.562 0.518 2.893 0.026
O 1.609 3.663 -3.849 0.009
C 2.303 2.542 -3.555 -0.556
O 3.469 2.442 -3.771 0.155
C 1.552 1.321 -3.060 -0.416
S -0.149 1.579 -2.488 0.777
H 0.131 5.935 -1.862 0.099
H -0.574 4.717 -2.924 0.089
H 0.138 4.255 -1.335 0.055
H 1.704 5.669 -3.519 0.159
H 2.881 5.748 -1.540 0.150
H 3.682 4.468 -2.476 0.138
H 4.304 2.525 0.132 0.095
H 4.767 3.827 1.261 0.064
H 3.515 0.462 0.106 0.117
H 3.666 -0.507 1.572 0.130
H 1.128 -1.338 0.792 0.107
H 1.736 -2.344 -1.104 0.075
H 1.173 1.787 -0.148 0.039
H 0.965 2.805 1.275 0.084
H -0.311 0.032 3.692 0.129
H 2.113 0.211 3.688 0.172
H 1.516 0.652 -3.924 0.092
H 2.181 0.834 -2.310 0.069
H -0.492 0.288 -2.554 -0.125
O -3.387 -1.004 2.240 -0.315
S -4.067 -0.412 3.364 0.539
O -3.819 -0.947 4.668 -0.269
O -5.609 -0.335 3.073 -0.259
C -6.296 -1.555 2.658 -0.221
C -6.597 -2.481 3.810 -0.074
C -3.768 1.318 3.375 -0.126
H -5.698 -2.047 1.891 0.114
H -7.207 -1.195 2.186 0.122
H -5.686 -2.904 4.227 0.062
H -7.211 -3.305 3.449 0.085
H -7.127 -1.960 4.608 0.086
H -3.980 1.715 2.386 0.078
H -2.718 1.458 3.628 0.049
H -4.401 1.793 4.121 0.059
O 6.409 4.625 2.390 -0.306
S 7.196 5.465 3.254 0.572
O 6.542 6.121 4.340 -0.259
O 7.970 6.516 2.366 -0.256
C 7.208 7.303 1.414 -0.238
C 6.459 8.442 2.069 -0.067
C 8.593 4.581 3.841 -0.113
H 6.541 6.638 0.864 0.108
H 7.958 7.672 0.718 0.125
H 5.658 8.080 2.710 0.074
H 6.025 9.079 1.297 0.084
H 7.134 9.041 2.679 0.089
H 9.095 4.113 2.999 0.078
H 8.220 3.830 4.535 0.080
H 9.249 5.279 4.354 0.082
O -6.234 3.341 4.147 -0.289
S -7.335 4.023 3.528 0.564
O -8.029 5.027 4.268 -0.259
O -8.353 2.938 2.989 -0.262
C -8.784 1.903 3.914 -0.244
C -9.838 2.391 4.882 -0.065
C -6.851 4.674 1.969 -0.118
H -7.908 1.506 4.428 0.109
H -9.176 1.120 3.267 0.121
H -9.433 3.121 5.580 0.076
H -10.224 1.545 5.451 0.085
H -10.663 2.859 4.346 0.088
H -6.357 3.893 1.398 0.070
H -6.170 5.498 2.172 0.078
H -7.739 5.035 1.456 0.079
O 5.634 -5.795 -3.991 -0.279
S 5.635 -4.695 -4.909 0.570
O 6.877 -4.073 -5.251 -0.274
O 4.637 -3.586 -4.344 -0.263
C 4.816 -3.267 -2.943 -0.260
C 6.003 -2.358 -2.697 -0.070
C 4.761 -5.135 -6.364 -0.124
H 4.901 -4.200 -2.385 0.110
H 3.896 -2.775 -2.642 0.087
H 6.944 -2.858 -2.920 0.072
H 6.013 -2.053 -1.649 0.074
H 5.940 -1.470 -3.326 0.084
H 3.804 -5.559 -6.080 0.068
H 5.375 -5.872 -6.877 0.081
H 4.623 -4.255 -6.985 0.072
O 1.781 -4.113 -7.257 -0.274
S 0.860 -3.338 -6.484 0.556
O 0.913 -3.390 -5.053 -0.284
O -0.610 -3.653 -6.975 -0.262
C -1.003 -5.051 -7.062 -0.237
C -1.344 -5.644 -5.713 -0.069
C 0.921 -1.663 -7.012 -0.118
H -0.210 -5.606 -7.564 0.114
H -1.869 -5.040 -7.719 0.124
H -0.463 -5.727 -5.078 0.072
H -1.763 -6.640 -5.854 0.085
H -2.076 -5.024 -5.196 0.085
H 0.843 -1.634 -8.094 0.078
H 1.880 -1.266 -6.684 0.077
H 0.100 -1.129 -6.545 0.072
O -5.167 -5.129 2.958 -0.282
S -4.038 -5.765 2.344 0.561
O -4.061 -6.016 0.937 -0.269
O -3.709 -7.097 3.128 -0.261
C -4.799 -8.034 3.350 -0.238
C -5.114 -8.858 2.122 -0.069
C -2.574 -4.883 2.758 -0.117
H -5.668 -7.482 3.707 0.113
H -4.444 -8.661 4.165 0.123
H -5.540 -8.246 1.328 0.074
H -5.834 -9.633 2.384 0.084
H -4.212 -9.331 1.736 0.086
H -2.554 -4.727 3.833 0.078
H -2.628 -3.931 2.232 0.064
H -1.716 -5.461 2.424 0.075


116
Properties=species:S:1:pos:R:3:lowdin_charge:R:1 method="wB97M-V/def2-TZVPD" charge=0 energy_ev=-138487.20399 smiles="CC[C@@H](Br)[C@]1(C(F)(F)C(F)(F)F)C(=O)OC[C@@H]1B(N)O.CC(C)O.CC(C)O.CC(C)O.CC(C)O.CC(C)O.CC(C)O.CC(C)O"
C -0.530 1.771 3.221 -0.122
C -1.382 3.017 3.039 -0.246
C -2.355 3.105 1.841 -0.536
Br -1.746 1.958 0.359 0.833
C -3.824 2.850 2.220 -0.223
C -4.070 1.473 2.857 -0.359
F -3.563 1.453 4.121 0.132
F -3.444 0.488 2.168 0.075
C -5.541 0.976 2.984 -0.497
F -6.157 0.989 1.788 0.182
F -6.247 1.704 3.861 0.176
F -5.505 -0.296 3.437 0.165
C -4.735 3.207 1.030 -0.415
O -4.480 3.232 -0.131 0.139
O -5.937 3.652 1.495 0.047
C -5.725 4.342 2.717 -0.102
C -4.321 3.916 3.239 -0.089
B -3.508 5.275 3.429 -0.626
N -3.207 5.750 4.747 0.202
O -3.065 6.064 2.387 0.159
H -1.086 0.847 3.137 0.050
H 0.322 1.775 2.560 0.047
H -0.133 1.796 4.232 0.080
H -1.920 3.217 3.956 0.099
H -0.698 3.853 2.921 0.110
H -2.276 4.083 1.406 0.077
H -6.532 4.138 3.407 0.127
H -5.784 5.413 2.517 0.131
H -4.504 3.543 4.237 0.134
H -3.880 5.432 5.431 0.081
H -3.220 6.762 4.760 0.088
H -3.555 5.874 1.585 0.105
C -2.489 -2.277 1.009 -0.055
C -1.623 -3.081 1.961 -0.488
C -2.325 -4.347 2.427 -0.054
O -1.259 -2.282 3.093 -0.054
H -3.413 -1.966 1.505 0.071
H -1.969 -1.372 0.693 0.064
H -2.750 -2.857 0.123 0.078
H -0.690 -3.342 1.467 0.120
H -3.244 -4.097 2.965 0.081
H -1.687 -4.909 3.110 0.080
H -2.585 -4.988 1.585 0.059
H -2.070 -2.032 3.546 0.078
C 0.859 -6.668 -1.145 -0.059
C -0.309 -5.974 -0.462 -0.491
C -1.644 -6.526 -0.940 -0.057
O -0.244 -4.563 -0.682 -0.056
H 0.816 -6.510 -2.226 0.072
H 1.809 -6.264 -0.796 0.062
H 0.848 -7.742 -0.954 0.087
H -0.225 -6.102 0.619 0.135
H -1.755 -6.365 -2.016 0.083
H -2.473 -6.021 -0.447 0.062
H -1.723 -7.596 -0.744 0.082
H -0.325 -4.416 -1.630 0.089
C -6.319 4.861 -3.984 -0.064
C -4.826 5.137 -3.880 -0.503
C -4.008 4.055 -4.569 -0.062
O -4.437 5.258 -2.515 -0.060
H -6.564 3.915 -3.494 0.081
H -6.888 5.647 -3.488 0.077
H -6.640 4.802 -5.025 0.077
H -4.604 6.103 -4.334 0.134
H -4.187 3.086 -4.096 0.082
H -2.943 4.270 -4.486 0.078
H -4.267 3.974 -5.626 0.077
H -4.620 4.417 -2.080 0.052
C 3.440 5.528 1.632 -0.061
C 2.540 4.654 2.490 -0.498
C 3.150 4.380 3.856 -0.059
O 2.259 3.425 1.818 -0.061
H 4.396 5.032 1.451 0.076
H 2.986 5.710 0.660 0.073
H 3.636 6.489 2.112 0.082
H 1.573 5.143 2.618 0.130
H 4.100 3.849 3.747 0.081
H 2.488 3.752 4.453 0.074
H 3.336 5.306 4.400 0.079
H 3.094 2.967 1.685 0.086
C 6.403 -5.316 0.422 -0.059
C 5.215 -5.314 -0.527 -0.497
C 4.434 -4.012 -0.451 -0.053
O 4.358 -6.427 -0.249 -0.068
H 6.065 -5.207 1.457 0.081
H 6.949 -6.257 0.351 0.079
H 7.089 -4.498 0.198 0.080
H 5.564 -5.466 -1.547 0.118
H 4.036 -3.862 0.557 0.084
H 3.587 -4.033 -1.137 0.077
H 5.064 -3.158 -0.701 0.081
H 4.031 -6.328 0.651 0.085
C 3.528 3.628 -2.600 -0.058
C 4.217 4.984 -2.607 -0.499
C 5.209 5.108 -3.753 -0.064
O 4.866 5.215 -1.356 -0.063
H 4.264 2.829 -2.471 0.081
H 2.820 3.562 -1.774 0.077
H 2.991 3.451 -3.533 0.080
H 3.466 5.771 -2.691 0.137
H 5.995 4.353 -3.659 0.080
H 5.689 6.087 -3.740 0.078
H 4.719 4.973 -4.718 0.079
H 5.539 4.537 -1.245 0.085
C 2.978 -7.497 -4.113 -0.065
C 4.445 -7.552 -4.512 -0.494
C 4.923 -8.983 -4.704 -0.062
O 5.242 -6.885 -3.535 -0.061
H 2.823 -8.011 -3.161 0.077
H 2.661 -6.463 -3.981 0.076
H 2.342 -7.965 -4.867 0.081
H 4.591 -6.993 -5.437 0.136
H 4.824 -9.544 -3.771 0.082
H 5.975 -8.999 -4.989 0.078
H 4.345 -9.495 -5.474 0.079
H 5.136 -7.353 -2.699 0.074


138
Properties=species:S:1:pos:R:3:lowdin_charge:R:1 method="wB97M-V/def2-TZVPD" de_lowest_kcal_mol=64.1 charge=0 energy_ev=-137780.40571
Tl -2.079 -4.444 1.009 1.148
C -1.045 0.432 1.092 0.199
C -0.930 -1.015 0.798 -0.266
C -0.372 -1.521 -0.571 -0.223
O -0.583 -2.676 -0.943 0.036
C 0.260 -0.454 -1.359 0.210
C 0.242 0.917 -1.027 -0.215
C -0.428 1.393 0.270 -0.226
O -0.521 2.623 0.708 0.062
O 0.884 1.724 -1.819 0.191
O -1.325 -1.771 1.657 -0.040
H -1.394 0.874 2.014 0.125
H 0.788 -0.773 -2.245 0.147
C 4.719 3.060 -7.450 -0.577
F 5.382 3.823 -6.595 0.144
F 4.700 3.611 -8.733 0.074
F 5.368 1.875 -7.620 0.096
S 2.901 2.820 -6.857 0.675
O 2.378 4.181 -6.763 -0.325
O 2.185 1.993 -7.837 -0.322
N 2.968 2.228 -5.232 -0.281
S 2.925 0.647 -5.380 0.587
O 1.630 0.093 -4.893 -0.358
O 3.566 0.054 -6.549 -0.327
C 4.206 0.230 -3.981 -0.595
F 4.569 -1.038 -4.085 0.117
F 5.335 0.932 -4.187 0.116
F 3.674 0.528 -2.721 0.054
C 0.744 -1.123 4.461 -0.170
C 0.796 -2.123 5.662 -0.192
O 1.226 -3.343 5.056 -0.075
O -0.566 -0.643 4.138 -0.101
H 1.199 -1.604 3.596 0.115
H 1.292 -0.219 4.726 0.113
H -0.147 -2.192 6.203 0.120
H 1.608 -1.763 6.296 0.117
H 1.880 -3.707 5.659 0.083
H -0.830 -1.028 3.299 0.033
C 2.560 -3.348 -4.517 -0.234
C 1.491 -4.072 -3.740 -0.208
O 1.523 -3.910 -2.313 -0.069
O 3.804 -4.061 -4.568 -0.045
H 2.650 -2.336 -4.121 0.093
H 2.161 -3.155 -5.513 0.127
H 1.591 -5.142 -3.920 0.121
H 0.517 -3.842 -4.172 0.107
H 0.662 -3.560 -2.073 0.017
H 4.506 -3.516 -4.931 0.093
C -5.408 2.272 2.494 -0.269
C -3.910 2.301 2.367 -0.230
O -3.450 3.093 1.240 -0.046
O -6.098 2.043 1.313 -0.040
H -5.715 3.211 2.954 0.129
H -5.709 1.495 3.196 0.115
H -3.560 1.280 2.212 0.080
H -3.540 2.663 3.326 0.109
H -2.507 2.916 1.261 0.022
H -5.964 2.805 0.744 0.093
C 1.653 5.239 0.010 -0.217
C 2.175 6.586 -0.619 -0.234
O 2.456 6.470 -2.006 -0.041
O 0.760 4.729 -0.941 -0.054
H 1.192 5.333 0.993 0.107
H 2.487 4.537 0.008 0.108
H 3.056 6.897 -0.059 0.105
H 1.484 7.393 -0.375 0.106
H 3.015 7.204 -2.272 0.086
H 0.308 3.968 -0.569 0.027
C -4.939 -1.849 0.973 -0.266
C -4.474 -1.741 2.321 -0.209
O -4.269 -3.123 2.820 -0.131
O -3.937 -2.401 0.148 -0.143
H -5.290 -0.903 0.561 0.134
H -5.876 -2.388 0.835 0.135
H -5.225 -1.232 2.924 0.132
H -3.582 -1.117 2.360 0.099
H -4.991 -3.469 3.350 0.090
H -4.019 -2.032 -0.734 0.102
C -1.556 -6.183 -2.346 -0.274
C -2.148 -4.826 -2.818 -0.209
O -3.279 -4.502 -1.999 -0.114
O -0.858 -6.049 -1.204 -0.140
H -0.819 -6.505 -3.082 0.131
H -2.443 -6.809 -2.252 0.125
H -2.452 -4.818 -3.865 0.130
H -1.418 -4.024 -2.704 0.070
H -4.077 -4.942 -2.302 0.098
H -0.187 -6.735 -1.238 0.115
C -3.335 0.339 5.428 -0.243
C -4.267 1.245 6.239 -0.201
O -3.971 2.646 6.069 -0.080
O -2.151 0.234 6.188 -0.079
H -3.100 0.703 4.428 0.088
H -3.659 -0.688 5.262 0.111
H -4.171 1.074 7.311 0.119
H -5.295 1.071 5.923 0.110
H -3.070 2.829 6.344 0.043
H -1.441 0.026 5.577 0.023
C -0.303 3.199 4.737 -0.232
C -0.086 4.326 3.704 -0.238
O 0.309 5.595 4.180 -0.043
O -1.236 3.548 5.711 -0.063
H 0.657 2.915 5.168 0.116
H -0.679 2.231 4.407 0.101
H -0.920 4.372 3.004 0.112
H 0.780 4.091 3.084 0.090
H -0.407 6.081 4.596 0.089
H -0.845 3.722 6.571 0.107
C -2.750 -1.455 -5.652 -0.238
C -1.582 -1.447 -4.608 -0.233
O -1.638 -0.353 -3.762 -0.023
O -4.044 -1.597 -5.150 -0.056
H -2.410 -2.162 -6.409 0.116
H -2.800 -0.471 -6.119 0.126
H -0.665 -1.478 -5.198 0.114
H -1.660 -2.340 -3.988 0.089
H -1.082 -0.516 -2.996 0.026
H -4.629 -1.478 -5.902 0.088
C 3.768 -2.265 -0.007 -0.210
C 4.158 -3.693 -0.547 -0.217
O 4.668 -3.577 -1.849 -0.055
O 2.994 -2.344 1.188 -0.107
H 3.106 -1.737 -0.693 0.097
H 4.588 -1.648 0.360 0.118
H 3.204 -4.210 -0.657 0.098
H 4.831 -4.142 0.183 0.123
H 3.906 -3.494 -2.426 0.034
H 3.282 -1.631 1.762 0.051
C 3.081 1.729 1.561 -0.198
C 3.386 2.430 2.919 -0.193
O 4.409 1.706 3.664 -0.069
O 4.094 2.105 0.612 -0.070
H 2.159 2.046 1.074 0.091
H 3.133 0.640 1.568 0.100
H 2.460 2.518 3.487 0.084
H 3.644 3.485 2.823 0.124
H 5.249 1.946 3.266 0.078
H 4.778 1.432 0.617 0.078